C52H44F32O10S2 | the ωB97M-V functional and the def2-TZVPD basis

Properties
HOMO-LUMO gap: 7.657 eV
Spin multiplicity: 1

Element x y z (Å)
C  -23.226  -14.635  13.666
C  -24.155  -15.732  13.053
C  -24.613  -15.204  11.738
F  -23.633  -14.946  10.884
F  -25.392  -16.110  11.042
F  -23.547  -16.827  12.866
F  -25.080  -16.026  13.954
O  -23.988  -13.402  14.025
C  -23.181  -12.177  14.177
C  -24.092  -10.930  14.245
F  -25.054  -10.948  15.144
F  -23.343  -9.939  14.556
F  -22.425  -12.361  15.243
F  -22.359  -12.111  13.074
H  -22.354  -14.469  13.033
H  -22.929  -15.071  14.620
H  -25.255  -14.332  11.861
H  -24.579  -10.796  13.279
C  -25.769  -23.288  2.504
C  -25.972  -24.759  2.386
C  -27.384  -25.065  1.927
F  -27.634  -24.423  0.758
F  -27.619  -26.393  1.898
F  -25.084  -25.258  1.545
F  -25.866  -25.332  3.575
O  -26.795  -22.514  3.248
C  -26.516  -21.221  3.741
C  -27.021  -20.120  2.746
F  -26.271  -20.163  1.602
F  -28.316  -20.182  2.377
F  -27.230  -21.052  4.872
F  -25.262  -21.157  4.110
H  -25.702  -22.724  1.574
H  -24.792  -23.195  2.979
H  -28.110  -24.573  2.575
H  -26.888  -19.112  3.139
C  -15.097  -15.895  14.525
C  -15.178  -14.325  14.786
C  -15.735  -13.699  13.517
F  -15.536  -12.353  13.594
F  -15.259  -14.119  12.329
F  -15.959  -14.139  15.849
F  -13.974  -13.862  15.098
O  -16.417  -16.346  14.095
C  -16.565  -17.758  13.613
C  -17.964  -17.850  13.026
F  -18.205  -19.036  12.527
F  -18.877  -17.585  14.021
F  -15.651  -18.014  12.682
F  -16.334  -18.646  14.572
H  -14.863  -16.511  15.394
H  -14.299  -16.032  13.796
H  -16.818  -13.776  13.414
H  -18.155  -17.081  12.278
C  -23.963  -18.414  7.579
C  -23.908  -17.839  6.111
C  -22.846  -18.578  5.163
F  -21.557  -18.363  5.356
F  -23.086  -19.903  5.089
F  -25.124  -17.804  5.582
F  -23.607  -16.583  6.298
O  -22.600  -18.742  8.146
C  -22.191  -17.967  9.300
C  -20.752  -18.366  9.666
F  -19.914  -18.429  8.516
F  -20.168  -17.655  10.631
F  -22.286  -16.698  9.099
F  -23.027  -18.213  10.234
H  -24.446  -19.372  7.385
H  -24.598  -17.880  8.285
H  -22.966  -18.154  4.166
H  -20.848  -19.414  9.946
C  -25.049  -23.432  9.225
S  -24.598  -21.914  8.272
O  -23.153  -21.645  8.755
C  -24.302  -22.648  6.640
H  -25.748  -23.117  10.000
H  -24.147  -23.794  9.719
H  -25.406  -24.223  8.566
H  -23.953  -21.825  6.015
H  -25.188  -23.112  6.206
H  -23.426  -23.295  6.589
C  -19.359  -20.945  5.749
S  -17.977  -20.036  4.809
O  -16.719  -20.574  5.509
C  -18.167  -20.829  3.145
H  -20.387  -20.701  5.477
H  -19.308  -20.641  6.794
H  -19.328  -22.032  5.676
H  -17.412  -20.449  2.457
H  -19.168  -20.590  2.786
H  -17.982  -21.903  3.126
C  -22.799  -20.579  12.385
C  -22.121  -20.064  13.499
C  -21.516  -20.981  14.350
C  -21.501  -22.341  14.134
C  -22.126  -22.875  12.947
C  -22.841  -21.948  12.144
C  -22.185  -24.325  12.513
O  -22.794  -24.690  11.510
C  -21.425  -25.195  13.385
C  -21.268  -26.508  12.899
C  -20.473  -27.414  13.579
C  -19.821  -26.992  14.713
C  -19.882  -25.620  15.150
C  -20.741  -24.733  14.523
C  -20.737  -23.328  14.962
O  -20.121  -22.953  15.957
H  -23.534  -20.105  11.751
H  -22.150  -19.002  13.694
H  -20.863  -20.628  15.135
H  -23.450  -22.263  11.309
H  -21.727  -26.861  11.987
H  -20.211  -28.359  13.125
H  -19.068  -27.602  15.190
H  -19.204  -25.437  15.971
C  -29.046  -7.479  8.851
C  -30.347  -7.888  8.515
C  -30.640  -9.212  8.376
C  -29.634  -10.165  8.419
C  -28.282  -9.721  8.460
C  -27.979  -8.347  8.508
C  -27.164  -10.678  8.227
O  -25.970  -10.232  8.195
C  -27.466  -12.153  7.820
C  -26.429  -13.090  7.545
C  -26.804  -14.419  7.281
C  -28.103  -14.799  7.163
C  -29.119  -13.856  7.461
C  -28.781  -12.525  7.807
C  -29.956  -11.661  8.133
O  -31.116  -12.026  8.205
H  -28.721  -6.496  9.158
H  -31.116  -7.129  8.544
H  -31.673  -9.500  8.245
H  -26.957  -8.071  8.719
H  -25.391  -12.800  7.606
H  -26.068  -15.202  7.165
H  -28.235  -15.835  6.891
H  -30.136  -14.218  7.471

Atoms 1-3, force components in eV/Å:
-0.36 0.31 1.40
0.38 3.98 0.77
-3.36 0.11 -1.63